DFT (the ωB97M-V functional and the def2-TZVPD basis) results for a molecular structure, C15H44Li2N6O16 in a non-equilibrium geometry.

```
83
Properties=species:S:1:pos:R:3
Li 6.05 -1.72 -2.27
Li 1.98 -5.11 -4.24
C 0.89 0.07 -0.05
C -0.34 0.59 0.22
C -1.66 0.13 -0.28
O -2.80 0.69 -0.21
C -1.71 -0.87 -1.26
C -0.49 -1.59 -1.58
C 0.91 -1.06 -0.97
O 1.96 -1.52 -1.33
O -0.37 -2.59 -2.30
O -0.23 1.54 1.08
H 1.78 0.41 0.46
H -2.66 -1.19 -1.68
O -4.85 5.65 -0.94
H -3.92 5.86 -0.84
H -5.03 5.04 -0.22
O -6.14 1.46 -3.54
H -5.41 1.21 -4.10
H -5.74 1.70 -2.71
O -7.61 0.58 1.86
H -6.91 0.73 1.22
H -8.23 0.01 1.40
O 0.57 -7.47 -5.72
H 0.30 -6.99 -6.50
H 0.69 -8.37 -6.02
O -4.68 -3.12 -5.53
H -4.12 -3.36 -4.80
H -4.76 -2.17 -5.47
O -1.62 -3.73 -8.02
H -2.12 -3.39 -7.28
H -2.29 -4.03 -8.64
O 4.16 3.97 1.22
H 4.74 3.29 1.55
H 3.29 3.58 1.24
C 0.34 9.04 3.72
O 1.51 9.28 3.61
N -0.31 7.94 3.54
N -0.38 9.79 4.46
H -1.28 7.76 3.75
H 0.19 7.11 3.25
H -1.29 9.46 4.75
H 0.14 10.53 4.91
C 7.07 -2.46 1.96
O 7.36 -2.95 0.82
N 5.87 -2.17 2.44
N 7.93 -2.28 2.86
H 5.65 -2.17 3.42
H 5.19 -1.89 1.75
H 8.89 -2.23 2.55
H 7.61 -1.61 3.54
C -2.37 -0.72 5.91
O -2.64 -1.67 6.66
N -3.37 0.01 5.38
N -1.17 -0.20 5.69
H -4.29 -0.32 5.65
H -3.30 0.74 4.69
H -1.01 0.46 4.94
H -0.33 -0.51 6.16
C 1.47 2.72 -4.77
C 0.42 3.71 -4.46
C 0.91 5.00 -3.80
O -0.36 4.06 -5.65
H 2.07 2.41 -3.92
H 2.17 3.30 -5.37
H 1.05 1.84 -5.27
H -0.18 3.13 -3.76
H 1.80 5.33 -4.33
H 1.22 4.97 -2.75
H 0.16 5.76 -3.97
H -0.88 3.27 -5.83
C 0.20 -5.17 2.92
C 1.15 -6.32 2.44
C 1.69 -7.21 3.55
O 0.31 -6.95 1.57
H 0.67 -4.92 3.87
H -0.87 -5.30 3.03
H 0.33 -4.33 2.23
H 1.86 -5.92 1.71
H 0.88 -7.65 4.13
H 2.42 -6.61 4.10
H 2.20 -8.01 3.00
H -0.24 -6.28 1.17
```

spin multiplicity: 1
energy: -58371.683 eV
total charge: 0


DFT (the ωB97M-V functional and the def2-TZVPD basis) results for a molecular structure, C4H5N in a non-equilibrium geometry.

```
10
Properties=species:S:1:pos:R:3
C 0.59 1.20 0.33
C 0.91 -0.02 0.83
C -0.47 0.70 -0.51
C -0.18 -0.66 0.11
N -1.01 1.25 -1.64
H 1.11 2.14 0.26
H 1.67 -0.41 1.56
H 0.10 -1.30 -0.64
H -0.95 -1.09 0.86
H -1.73 0.60 -2.15
```

spin multiplicity: 1
energy: -5716.015 eV
energy above the lowest of the compared OMol25 structures with the same formula, charge and spin: 273.22 kJ/mol
total charge: 0


DFT (the ωB97M-V functional and the def2-TZVPD basis) results for C3H7ClN2 in the gas phase in a non-equilibrium geometry.

```
13
Properties=species:S:1:pos:R:3
H -0.16 2.36 -0.59
N -0.55 1.39 -0.58
C 0.21 0.52 -0.07
C 1.57 0.62 0.42
Cl 2.64 -0.53 -0.44
N -0.20 -0.79 0.03
C -1.62 -1.00 -0.22
H 2.11 1.59 0.35
H 1.56 0.32 1.47
H 0.43 -1.40 0.58
H -1.86 -2.03 -0.18
H -2.23 -0.35 0.46
H -1.88 -0.71 -1.22
```

spin multiplicity: 1
energy: -18726.726 eV
energy above the lowest of the compared OMol25 structures with the same formula, charge and spin: 58.55 kJ/mol
total charge: 0


DFT (the ωB97M-V functional and the def2-TZVPD basis) results for a gas-phase ion, C2H8NO3P2S (charge -1) in a non-equilibrium geometry.

```
17
Properties=species:S:1:pos:R:3
C 1.82 -1.89 0.31
P 0.93 -0.28 -0.09
O 0.51 -0.62 -1.59
S 1.81 1.52 -0.07
N -0.48 -0.33 0.85
P -2.23 0.06 -0.04
C -2.00 1.88 -0.61
O -3.19 -0.06 1.04
O -2.23 -0.79 -1.24
H 1.07 -2.62 0.53
H 2.63 -2.11 -0.55
H 2.43 -1.94 1.31
H -0.50 -0.61 -1.48
H -0.46 0.19 1.69
H -2.84 1.82 -1.40
H -2.42 2.50 0.17
H -1.12 2.09 -1.04
```

spin multiplicity: 1
energy: -39254.842 eV
energy above the lowest of the compared OMol25 structures with the same formula, charge and spin: 93.16 kJ/mol
total charge: -1